Record 1
# C2H7N3

One molecule with the formula C2H7N3 (ωB97M-V/def2-TZVPD, OMol25).

The geometry in XYZ format:
```
12
Properties=species:S:1:pos:R:3:forces:R:3:mulliken_charge:R:1
H 2.9399 -0.5041 0.1315 0.06 0.65 -0.18 0.26
N 2.2403 0.2421 0.0216 0.24 -0.60 0.08 -0.61
C 1.1568 -0.3896 -0.1724 -0.48 -0.76 0.39 0.16
N -0.1005 0.1666 -0.3034 0.65 -1.09 -0.71 0.09
C -1.2638 -0.6380 0.0466 -0.23 0.77 -1.06 -0.89
N -0.1570 1.5116 -0.0512 -0.90 1.27 -0.37 -0.62
H 1.1190 -1.4951 -0.1882 -0.15 0.38 -0.14 0.21
H -1.1208 -1.6418 -0.3411 -0.07 -0.16 0.09 0.35
H -2.1406 -0.1803 -0.4872 0.63 -0.54 0.72 0.27
H -1.4098 -0.6596 1.1256 -0.28 -0.03 0.17 0.31
H -0.4354 1.6109 0.9188 -0.17 0.67 0.03 0.22
H -0.8283 1.9773 -0.7006 0.69 -0.56 0.96 0.26
```
Positions in Å, forces in eV/Å.

- SMILES: [H]/N=C/N(C)N
- Energy above the lowest of the compared OMol25 structures with the same formula, charge and spin: 38.7 kcal/mol
- Energy: -244.6137 Eh
- HOMO level: -8.8 eV
- Strongest force on any atom: 1.601 eV/A

Record 2
# C10H23NO5P

A 2-piece molecular cluster, C10H23NO5P overall (ωB97M-V/def2-TZVPD, OMol25).

The geometry in XYZ format:
```
40
Properties=species:S:1:pos:R:3:forces:R:3:mulliken_charge:R:1
C -2.8258 -4.6908 1.1260 -0.92 0.24 0.52 -1.11
C -2.1737 -3.1934 1.2580 -1.15 0.84 0.20 -0.26
C -1.0302 -2.8265 0.1439 0.20 -1.06 0.42 0.19
C -0.1271 -4.0901 -0.3771 1.44 0.33 -1.06 -1.14
P 0.1543 -1.5499 0.9992 1.57 0.43 -1.38 0.47
O 1.8230 -2.0463 1.0157 -2.70 1.66 1.37 -0.54
C 0.0015 0.1606 0.1138 0.01 0.45 0.20 -0.54
C -0.7684 1.2501 1.0670 -0.81 1.22 -0.76 -0.29
C -2.3024 1.5365 0.4688 -1.06 4.87 -1.73 0.31
N -3.2690 0.3372 0.4869 2.50 0.68 0.04 -0.57
O -2.6393 2.7355 -0.0281 2.22 -8.20 3.24 -0.46
H -2.8411 -5.0869 0.0155 0.27 0.77 2.40 0.31
H -3.9730 -4.6160 1.4466 2.59 -0.09 -0.66 0.34
H -2.3281 -5.4236 1.8930 -0.80 1.28 -1.86 0.27
H -1.7904 -2.9488 2.3606 -0.81 -0.92 -2.33 0.28
H -3.0697 -2.4248 1.0800 1.98 -1.61 0.39 0.07
H -1.5412 -2.2868 -0.7610 1.22 -0.91 1.70 0.38
H 0.7709 -4.3760 0.3549 -2.28 0.59 -1.42 0.27
H -0.7289 -5.0474 -0.6775 0.94 2.07 0.87 0.31
H 0.4136 -3.7217 -1.3758 -1.15 -0.85 2.15 0.35
H -0.2383 -1.3368 2.3827 0.37 -0.29 -1.03 0.15
H 2.3375 -1.5900 1.7701 -1.15 -0.88 -1.55 0.39
H -0.5870 0.0595 -0.9198 1.61 -0.01 2.24 0.40
H 1.1004 0.5389 -0.0423 -2.09 -0.76 0.03 0.31
H -0.1853 2.2810 0.9693 -1.29 -2.31 0.45 0.05
H -0.8799 0.9095 2.1809 0.33 0.71 -2.05 0.43
H -3.1385 -0.2035 1.3905 -0.06 1.04 -1.19 0.33
H -2.8590 -0.3071 -0.2440 -0.84 0.82 0.75 0.30
C 0.5381 4.6795 -1.0398 -0.46 0.01 0.21 -0.55
O 1.7563 4.9099 -1.7448 0.97 -0.84 0.18 -0.30
C 2.7240 3.9899 -1.5030 0.11 0.27 -0.22 0.77
O 2.6273 3.0260 -0.7597 -0.01 0.91 -0.77 -0.56
O 3.8177 4.3280 -2.2316 -1.21 -0.23 0.70 -0.31
C 4.9239 3.4415 -2.0753 0.52 -0.32 0.03 -0.61
H -0.1632 5.4744 -1.3081 0.36 -0.10 -0.10 0.28
H 0.0989 3.7200 -1.3312 0.11 0.11 0.13 0.22
H 0.7047 4.7181 0.0416 0.01 -0.12 -0.17 0.28
H 4.6600 2.4324 -2.4082 0.00 0.16 0.19 0.28
H 5.2658 3.4304 -1.0354 -0.16 -0.10 -0.17 0.29
H 5.7415 3.8075 -2.7022 -0.37 0.14 0.06 0.23
```
Positions in Å, forces in eV/Å.

- Total charge: +1
- Energy above the lowest of the compared OMol25 structures with the same formula, charge and spin: 111.1 kcal/mol
- Energy: -1166.7411 Eh
- HOMO level: -13.3 eV
- Strongest force on any atom: 9.091 eV/A

Record 3
# C32H33ClN5O2SZr

C32H33ClN5O2SZr as an isolated structure (ωB97M-V/def2-TZVPD, OMol25).

The geometry in XYZ format:
```
75
Properties=species:S:1:pos:R:3:forces:R:3:mulliken_charge:R:1
Zr 0.1782 -0.1853 -0.1946 0.14 0.17 0.06 -1.14
C 3.7491 1.0586 -1.5247 0.04 -0.01 -0.02 -1.41
C 3.3241 -0.1615 -0.6822 0.02 0.08 0.12 0.36
C 2.7846 -1.3837 -1.4383 0.05 -0.04 -0.04 -1.49
N 1.3493 -1.2948 -1.6500 -0.14 0.20 0.33 0.70
C 0.7011 -2.1646 -2.4405 -0.01 0.00 -0.09 0.94
C 1.3666 -3.1930 -3.1116 -0.03 0.04 0.05 -0.79
C 0.8892 -4.2243 -3.9101 -0.02 -0.02 -0.03 -0.74
C -0.4037 -4.5414 -4.2696 0.01 0.00 0.00 -0.65
C -1.5466 -3.8389 -3.9140 -0.02 -0.01 0.00 -0.75
C -1.6885 -2.6785 -3.1805 0.00 0.15 -0.04 -0.82
C -0.7408 -1.8600 -2.5401 0.22 -0.13 -0.07 1.75
N -1.0582 -0.7241 -1.9188 -0.29 -0.11 0.47 0.23
C -2.3137 -0.0257 -2.2012 0.02 0.07 -0.11 -1.35
C -3.4115 -0.0869 -1.1356 -0.03 -0.01 -0.02 -0.53
C -2.9033 0.1977 0.2927 0.01 -0.04 0.09 -0.96
N -1.6596 0.9668 0.2618 0.27 -0.10 -0.37 -0.22
C -1.6636 2.2832 0.0173 -0.09 0.07 -0.08 0.50
C -2.8070 3.0783 0.1849 -0.01 -0.04 -0.01 -0.41
C -2.9904 4.4536 0.1593 -0.01 0.00 0.00 -0.62
C -2.0874 5.4733 -0.0693 0.04 0.01 -0.01 -0.69
C -0.7605 5.3098 -0.4351 -0.03 0.03 0.01 -0.81
C -0.0478 4.1520 -0.6800 -0.01 -0.11 0.08 -1.02
C -0.4003 2.7928 -0.5600 -0.04 0.15 -0.16 1.46
N 0.4000 1.8262 -1.0098 -0.02 -0.38 0.11 0.96
C 1.4618 2.1173 -1.9697 -0.01 -0.02 -0.08 -1.61
C 2.8683 2.3012 -1.3768 0.01 0.02 -0.01 -0.64
H 3.7848 0.7780 -2.5815 -0.01 -0.01 0.00 0.43
H 4.7716 1.3274 -1.2551 -0.01 0.01 0.00 0.46
H 2.6303 0.1828 0.1027 -0.09 -0.08 -0.06 -0.47
H 4.1762 -0.5025 -0.0907 0.02 0.00 -0.05 0.68
H 3.0295 -2.2959 -0.8820 -0.03 0.01 0.00 0.54
H 3.3130 -1.4400 -2.3973 0.00 -0.02 0.03 0.68
H 2.4395 -3.2030 -2.9785 0.00 0.01 0.02 0.30
H 1.6589 -4.8862 -4.2909 -0.01 -0.01 0.00 0.35
H -0.5429 -5.4228 -4.8812 0.00 0.00 0.00 0.35
H -2.4811 -4.2604 -4.2677 0.00 0.00 0.00 0.35
H -2.7133 -2.3535 -3.0561 0.00 0.00 0.00 0.26
H -2.7240 -0.3561 -3.1577 0.00 0.01 0.02 0.84
H -2.0385 1.0229 -2.3468 0.00 -0.01 0.01 0.17
H -3.9059 -1.0609 -1.1417 0.02 -0.01 0.02 0.42
H -4.1665 0.6463 -1.4300 0.00 0.00 0.00 0.39
H -2.6856 -0.7523 0.7742 0.02 0.07 0.03 0.15
H -3.6752 0.6763 0.8982 -0.03 -0.03 -0.03 0.64
H -3.7086 2.5278 0.4153 0.01 -0.02 0.00 0.25
H -4.0049 4.7671 0.3791 0.00 0.02 0.00 0.39
H -2.4522 6.4876 0.0210 -0.01 0.00 0.00 0.38
H -0.1976 6.2246 -0.5849 -0.01 0.00 0.00 0.37
H 0.9704 4.3163 -1.0075 0.01 0.00 0.00 0.43
H 1.1645 2.9773 -2.5753 0.07 0.03 0.05 0.96
H 1.4922 1.2671 -2.6583 -0.05 0.03 -0.01 0.47
H 2.7913 2.5813 -0.3210 -0.02 0.00 -0.01 0.38
H 3.3633 3.1339 -1.8810 0.00 -0.01 0.00 0.46
Cl -0.8928 -3.3716 7.4585 0.00 0.00 0.00 -0.19
C -0.6141 -2.9508 5.8048 0.02 -0.02 0.02 0.41
C -1.6158 -2.3084 5.0919 0.02 -0.01 -0.01 -0.88
C -1.3934 -1.9851 3.7647 -0.06 -0.12 -0.02 -0.33
C -0.1693 -2.2793 3.1753 0.08 -0.05 -0.03 0.19
C 0.8326 -2.9115 3.9047 0.01 0.12 0.03 -0.15
C 0.6067 -3.2652 5.2223 -0.03 0.02 0.01 -0.80
C 0.0754 -1.8749 1.7784 0.06 -0.29 -0.46 1.21
O 1.2007 -1.4097 1.4135 0.19 -0.09 0.02 -0.57
O -0.8438 -1.9133 0.8991 -0.21 0.61 0.23 -0.70
H -2.5543 -2.0792 5.5757 -0.01 0.01 -0.01 0.44
H -2.1684 -1.5050 3.1811 0.00 0.00 0.01 0.40
H 1.7827 -3.1257 3.4339 0.01 -0.01 0.00 0.48
H 1.3619 -3.7747 5.8030 0.02 0.00 0.00 0.44
S 0.8504 2.5961 4.0611 -0.01 -0.02 -0.05 -0.14
C 2.2279 1.6177 3.8115 0.00 -0.01 -0.05 -0.25
C 2.1186 0.9638 2.6310 0.10 0.07 0.01 -1.08
N 0.9743 1.2334 1.9134 -0.22 -0.21 0.05 0.93
C 0.2200 2.0751 2.5729 0.05 0.03 0.01 -0.35
H 3.0290 1.5636 4.5284 0.01 0.00 0.01 0.47
H 2.8330 0.2575 2.2428 0.02 0.00 0.04 0.34
H -0.7398 2.4160 2.2230 -0.02 0.01 0.02 0.22
```
Positions in Å, forces in eV/Å.

- Total charge: +1
- Energy above the lowest of the compared OMol25 structures with the same formula, charge and spin: 0.0 kcal/mol
- Energy: -2568.8351 Eh
- HOMO level: -10.2 eV
- Strongest force on any atom: 0.683 eV/A

Record 4
# C5H11BrOSi

A 2-piece molecular cluster, C5H11BrOSi overall (ωB97M-V/def2-TZVPD, OMol25).

The geometry in XYZ format:
```
19
Properties=species:S:1:pos:R:3:forces:R:3:mulliken_charge:R:1
C 2.4639 -1.8371 -1.2866 0.51 -0.78 -0.02 -0.61
C 1.3911 -1.0478 -1.2466 1.00 0.57 1.78 -0.23
C -1.7139 1.5629 -0.3393 -2.68 1.35 0.64 -0.80
C -1.4029 -1.7432 2.0539 1.57 0.07 2.10 -0.92
C -0.3870 2.2646 -0.5841 -0.61 0.18 0.69 -0.25
O 0.6342 1.5964 0.0474 1.06 0.64 0.43 -0.13
Si 1.0048 0.0931 0.2912 1.31 -2.99 0.60 0.27
Br 2.8818 0.3523 1.6646 -0.80 -0.36 -0.76 -0.35
H 2.5800 -2.5823 -2.1039 -0.08 0.61 0.57 0.22
H 3.2537 -1.8798 -0.5182 -0.46 0.32 -0.40 0.19
H 0.6922 -1.2431 -2.0115 -1.08 0.28 -0.77 0.39
H -1.6491 0.4767 -0.2788 0.27 -0.04 -0.49 0.17
H -2.2570 1.8207 0.6800 1.46 -0.13 -1.88 0.24
H -2.4684 1.8640 -1.1361 0.89 -0.54 0.89 0.31
H -2.1248 -1.0917 1.7099 -1.35 1.32 -0.84 0.33
H -1.4507 -2.7452 1.7080 0.27 -0.66 -0.27 0.31
H -1.0770 -1.5451 3.1091 -0.10 -0.35 -1.30 0.28
H -0.3070 3.2475 -0.1785 -0.77 0.94 0.53 0.27
H -0.0641 2.4371 -1.5805 -0.40 -0.44 -1.50 0.30
```
Positions in Å, forces in eV/Å.

- Energy above the lowest of the compared OMol25 structures with the same formula, charge and spin: 89.1 kcal/mol
- Energy: -3135.7596 Eh
- HOMO level (alpha / beta): -8.9 / -7.4 eV
- Strongest force on any atom: 3.324 eV/A

Record 5
# C15H17N3O5

One molecule with the formula C15H17N3O5 (ωB97M-V/def2-TZVPD, OMol25).

The geometry in XYZ format:
```
40
Properties=species:S:1:pos:R:3:forces:R:3:mulliken_charge:R:1
N -3.6848 1.2847 -0.3764 0.05 -2.41 -2.11 -0.63
C -3.2912 0.0269 0.3138 1.16 1.05 2.76 0.24
C -3.4059 -1.3636 -0.2899 -0.09 0.89 0.11 -0.84
C -4.8798 -1.7722 -0.4068 1.67 0.72 0.62 0.30
O -5.8794 -1.0999 -0.3477 0.69 -0.59 -0.49 -0.55
O -4.7785 -3.0912 -0.3605 -3.22 -1.89 -1.02 -0.41
C -1.7837 0.2066 0.7137 0.34 -3.92 2.55 0.35
O -1.1795 -0.2537 1.7257 -2.72 1.39 -1.57 -0.71
N -1.0673 0.6463 -0.2946 2.69 2.44 -1.07 -0.37
C 0.0630 1.5177 0.0822 0.45 0.29 0.24 0.23
C 1.3594 1.4270 -0.6299 2.26 -0.46 0.33 -0.69
C 2.0454 0.0827 -0.3386 -0.79 -1.01 -0.03 0.20
C 1.3845 -1.1194 0.0456 2.31 3.64 -0.96 -0.96
N 2.3239 -1.9906 0.4166 1.55 -3.15 1.22 0.06
C 3.6482 -1.5361 0.3067 -3.46 2.48 -1.76 -0.12
C 4.8599 -2.1423 0.4146 0.90 0.40 0.60 -0.94
C 5.9716 -1.4217 0.0112 2.45 -0.91 -0.30 -0.08
C 5.9152 -0.1238 -0.5164 -3.18 -1.30 -0.31 -0.85
C 4.6349 0.4075 -0.7643 -0.10 0.69 1.26 -0.38
C 3.4709 -0.2041 -0.2625 0.58 -1.40 0.04 0.38
C -0.2493 3.0221 0.2337 -3.07 -0.81 -1.65 0.28
O 0.4915 3.9412 0.3472 0.43 -0.01 0.33 -0.55
O -1.6001 3.1800 0.0314 -0.38 -1.58 1.27 -0.59
H -3.9675 1.8751 0.3588 -1.08 1.03 0.40 0.25
H -4.4144 1.1410 -1.1088 0.70 0.37 1.21 0.22
H -3.7819 0.1139 1.2976 -0.11 -0.92 -0.26 0.39
H -2.9261 -2.1744 0.3087 -0.44 1.10 0.30 0.36
H -2.7519 -1.4387 -1.1633 -0.80 0.14 -0.68 0.48
H -5.7016 -3.4521 -0.5414 1.38 0.27 0.49 0.37
H -1.5547 0.9730 -1.0857 -0.85 0.32 -1.07 0.44
H 0.2386 1.2221 1.0969 0.52 -0.39 0.60 0.36
H 1.8572 2.2472 -0.0700 0.58 -0.70 -0.34 0.43
H 1.4795 1.7974 -1.6698 -0.80 -0.52 0.30 0.43
H 0.3581 -1.3348 0.1054 -0.88 -0.26 0.18 0.74
H 2.1101 -2.9715 0.6065 0.14 0.70 0.06 0.25
H 4.9689 -3.0247 0.9977 0.13 -1.00 -0.16 0.36
H 6.9922 -1.9687 -0.0256 -1.77 1.07 0.51 0.24
H 6.7550 0.3551 -0.8940 1.44 0.74 -0.49 0.46
H 4.4777 1.3722 -1.2251 0.41 0.19 -0.19 0.38
H -2.0326 2.2285 0.1447 0.89 3.31 -0.91 0.50
```
Positions in Å, forces in eV/Å.

- SMILES: N[C@@H](CC(=O)O)C(=O)N[C@@H](Cc1c[nH]c2ccccc12)C(=O)O
- Energy above the lowest of the compared OMol25 structures with the same formula, charge and spin: 83.8 kcal/mol
- Energy: -1122.2309 Eh
- HOMO level: -7.5 eV
- Strongest force on any atom: 4.692 eV/A

Record 6
# C5H13BO4Si

A 2-piece molecular cluster, C5H13BO4Si overall (ωB97M-V/def2-TZVPD, OMol25).

The geometry in XYZ format:
```
24
Properties=species:S:1:pos:R:3:forces:R:3:mulliken_charge:R:1
C 0.1698 0.9420 3.3928 -0.01 0.23 -0.05 -0.73
O 0.1764 0.5846 2.0106 -0.08 0.10 0.03 -0.48
B 0.5409 -0.7038 1.7087 0.20 0.02 -0.02 0.65
O -0.4466 -1.6481 1.5635 -0.47 0.23 0.48 -0.56
Si 2.4818 -1.1338 1.3211 0.20 -0.22 -0.04 0.44
H -0.7382 1.5013 3.6081 -0.04 -0.01 -0.03 0.23
H 1.0308 1.5723 3.6174 0.04 -0.02 -0.01 0.29
H 0.1968 0.0710 4.0500 -0.03 -0.05 -0.01 0.30
H -0.3889 -2.3918 2.1671 0.21 -0.40 -0.37 0.32
H 3.4209 -0.3778 2.1839 -0.03 0.01 -0.01 -0.16
H 2.7498 -2.5849 1.4934 0.01 0.03 0.05 -0.17
H 2.7539 -0.8094 -0.0982 -0.01 0.06 0.02 -0.11
O 1.5930 0.3229 -2.6757 0.00 -0.03 -0.02 -0.56
C 0.4114 0.4360 -2.5457 0.00 0.03 0.13 0.33
C -0.4694 -0.0789 -1.4198 -0.22 -0.03 -0.24 0.26
C -1.8746 0.0135 -2.0129 0.11 0.00 0.01 -0.68
C -1.7178 1.1706 -2.9955 -0.03 -0.03 0.05 -0.40
O -0.3544 1.1027 -3.4462 -0.05 0.01 -0.03 -0.37
H -0.3477 0.5845 -0.5609 0.04 -0.01 0.01 -0.16
H -0.1831 -1.0891 -1.1431 0.11 0.04 0.08 0.37
H -2.6598 0.1806 -1.2794 0.02 0.05 0.02 0.34
H -2.1073 -0.9032 -2.5555 -0.02 0.00 -0.01 0.28
H -1.8722 2.1408 -2.5187 -0.01 0.00 0.03 0.24
H -2.3657 1.0981 -3.8650 0.04 0.00 -0.05 0.35
```
Positions in Å, forces in eV/Å.

- SMILES: COB(O)[SiH3].O=C1CCCO1
- Energy: -813.6528 Eh
- HOMO level: -9.7 eV
- Strongest force on any atom: 0.712 eV/A